DFT (the ωB97M-V functional and the def2-TZVPD basis) results for a 5-piece molecular cluster, C23H45FN3O8 overall.

Output
- E_LUMO: -3.998 eV
- HOMO level: -11.3 eV
- Total energy: -48139.679 eV

```
! wB97M-V def2-TZVPD RIJCOSX def2/J DEFGRID3
* xyz 1 1
C 1.867 -1.879 3.662
C 2.345 -1.628 2.401
C 1.636 -0.920 1.278
C 0.122 -0.790 1.428
N -0.496 -2.104 1.742
C -1.718 -2.062 2.273
N -2.698 -2.854 1.900
N -1.989 -1.164 3.320
C -1.735 0.217 2.833
C -0.262 0.297 2.426
F 0.043 1.533 1.902
H 1.020 -2.556 3.779
H 2.267 -1.448 4.572
H 3.368 -1.932 2.169
H 2.083 0.068 1.173
H 1.819 -1.437 0.330
H -0.266 -0.460 0.459
H -0.416 -2.763 0.972
H -2.698 -3.306 0.999
H -3.424 -3.028 2.579
H -1.266 -1.361 4.016
H -2.415 0.496 2.030
H -1.881 0.884 3.677
H 0.315 0.212 3.347
O 6.933 -1.303 1.023
C 6.325 -1.397 -0.004
O 5.238 -2.202 -0.039
C 4.334 -2.258 -1.145
C 4.817 -3.206 -2.221
C 6.778 -0.706 -1.268
H 4.131 -1.257 -1.529
H 3.395 -2.630 -0.732
H 5.764 -2.879 -2.647
H 4.083 -3.276 -3.024
H 4.978 -4.200 -1.802
H 7.551 -1.312 -1.739
H 7.204 0.256 -0.992
H 5.983 -0.516 -1.985
O -9.158 -1.496 0.948
C -8.258 -1.033 1.580
O -7.092 -1.729 1.652
C -5.902 -1.212 2.227
C -5.873 -1.402 3.732
C -8.404 0.253 2.359
H -5.747 -0.171 1.937
H -5.096 -1.786 1.771
H -6.678 -0.856 4.221
H -4.923 -1.056 4.146
H -6.003 -2.456 3.981
H -8.883 0.032 3.312
H -9.044 0.921 1.790
H -7.469 0.778 2.540
O 1.942 -0.557 -3.458
C 0.873 -0.106 -3.769
O 0.337 0.861 -2.997
C -0.839 1.603 -3.349
C -2.105 0.869 -2.960
C 0.091 -0.645 -4.941
H -0.823 1.872 -4.405
H -0.767 2.533 -2.788
H -2.201 -0.079 -3.490
H -2.982 1.477 -3.181
H -2.096 0.644 -1.891
H -0.444 -1.540 -4.625
H 0.796 -0.913 -5.723
H -0.613 0.062 -5.371
O 2.481 4.980 -4.143
C 2.385 4.536 -3.035
O 1.879 5.320 -2.059
C 1.570 4.843 -0.750
C 2.785 4.839 0.154
C 2.883 3.152 -2.689
H 1.088 3.863 -0.800
H 0.826 5.537 -0.362
H 3.559 4.167 -0.214
H 2.510 4.529 1.163
H 3.220 5.837 0.201
H 3.956 3.195 -2.511
H 2.690 2.501 -3.538
H 2.391 2.706 -1.828
*
```

DFT (the ωB97M-V functional and the def2-TZVPD basis) results for C24H64AsF6O24S8 as an isolated structure.

Output
- E_LUMO: 1.720 eV
- HOMO level: -8.7 eV
- Total energy: -238888.416 eV

```
! wB97M-V def2-TZVPD RIJCOSX def2/J DEFGRID3
* xyz -1 1
As -1.062 0.361 0.159
F 0.396 -0.313 -0.632
F -0.130 1.210 1.454
F -2.565 0.848 1.030
F -1.917 -0.446 -1.256
F -1.168 -1.174 1.132
F -0.992 1.921 -0.746
O -1.349 -4.990 -2.305
S -2.717 -4.951 -1.751
O -3.728 -4.054 -2.216
O -3.392 -6.482 -1.812
C -2.580 -7.651 -1.444
C -3.300 -8.924 -1.242
C -2.733 -4.708 0.087
H -1.872 -7.543 -0.622
H -1.842 -7.680 -2.246
H -3.643 -8.979 -0.209
H -2.712 -9.772 -1.593
H -4.239 -8.848 -1.790
H -3.744 -5.037 0.324
H -2.456 -3.654 0.113
H -1.962 -5.404 0.419
O 1.729 -0.015 -5.773
S 0.785 1.075 -5.470
O 0.754 2.227 -6.342
O -0.733 0.422 -5.167
C -0.837 -0.969 -4.882
C -2.260 -1.433 -4.460
C 1.022 1.641 -3.681
H -0.196 -1.066 -4.006
H -0.475 -1.542 -5.736
H -2.968 -0.725 -4.890
H -2.288 -1.223 -3.391
H -2.636 -2.427 -4.704
H 2.083 1.880 -3.611
H 0.714 0.796 -3.065
H 0.476 2.518 -3.336
O 2.835 -1.629 -1.663
S 2.854 -2.982 -2.288
O 3.004 -3.105 -3.721
O 4.135 -3.880 -1.541
C 4.259 -5.219 -1.922
C 3.984 -6.160 -0.795
C 1.423 -3.890 -1.647
H 5.265 -5.522 -2.212
H 3.553 -5.561 -2.679
H 4.133 -7.199 -1.092
H 2.935 -6.002 -0.546
H 4.560 -6.153 0.130
H 0.545 -3.377 -2.039
H 1.403 -3.800 -0.561
H 1.337 -4.922 -1.989
O 6.068 3.773 2.016
S 5.779 3.576 0.601
O 6.587 2.656 -0.183
O 4.181 2.969 0.545
C 3.817 2.338 -0.603
C 2.431 1.673 -0.294
C 5.681 5.196 -0.129
H 4.503 1.503 -0.744
H 3.918 2.993 -1.469
H 1.692 2.317 0.182
H 2.526 0.767 0.305
H 1.960 1.375 -1.231
H 5.081 5.078 -1.031
H 6.558 5.842 -0.081
H 5.043 5.728 0.576
O -3.678 7.384 3.096
S -2.404 7.267 3.859
O -2.492 7.413 5.329
O -1.613 5.823 3.560
C -1.794 5.286 2.322
C -0.526 4.581 1.902
C -1.021 8.311 3.184
H -2.047 6.012 1.549
H -2.633 4.590 2.328
H 0.208 5.372 1.751
H -0.680 4.203 0.891
H -0.323 3.715 2.533
H -0.130 7.988 3.723
H -1.315 9.308 3.513
H -1.001 8.254 2.095
O -3.895 5.667 -5.531
S -5.024 4.998 -4.834
O -5.925 4.048 -5.449
O -4.388 4.216 -3.441
C -3.244 3.376 -3.594
C -3.571 2.226 -4.533
C -6.103 6.369 -4.017
H -2.976 2.892 -2.655
H -2.486 4.017 -4.045
H -4.590 1.920 -4.296
H -2.792 1.466 -4.461
H -3.628 2.705 -5.510
H -7.148 6.074 -4.118
H -5.795 7.275 -4.538
H -5.879 6.248 -2.957
O 1.253 -0.371 5.482
S 0.917 0.948 5.988
O 0.887 1.241 7.407
O 1.845 2.174 5.183
C 2.176 2.145 3.838
C 2.753 3.558 3.574
C -0.687 1.480 5.346
H 1.277 2.036 3.232
H 2.893 1.377 3.547
H 2.334 4.311 4.242
H 2.629 3.838 2.528
H 3.830 3.514 3.733
H -0.622 2.386 4.743
H -1.385 1.640 6.167
H -1.107 0.657 4.767
O 3.248 -4.522 2.644
S 1.902 -5.001 2.830
O 1.309 -6.037 1.962
O 1.821 -5.505 4.439
C 0.457 -5.816 4.826
C 0.154 -5.406 6.199
C 0.921 -3.422 2.669
H 0.315 -6.895 4.771
H -0.295 -5.336 4.200
H -0.893 -5.354 6.496
H 0.752 -4.515 6.387
H 0.533 -6.166 6.882
H 1.168 -2.860 1.769
H 1.158 -2.822 3.547
H -0.160 -3.556 2.711
*
```

DFT (the ωB97M-V functional and the def2-TZVPD basis) results for C3H3NO2 as an isolated structure.

Output
- E_LUMO: 0.763 eV
- HOMO level: -8.8 eV
- Total energy: -8742.854 eV

```
! wB97M-V def2-TZVPD RIJCOSX def2/J DEFGRID3
* xyz 0 1
C -0.117 0.414 0.595
C 0.406 -0.885 0.471
C -0.207 -0.296 -1.371
H 0.140 2.189 1.183
H 0.838 -1.385 1.398
H -0.233 -0.392 -2.485
N -0.497 0.708 -0.627
O -0.112 1.297 1.601
O 0.393 -1.393 -0.836
*
```

DFT (the ωB97M-V functional and the def2-TZVPD basis) results for C25H21BBrN4O10SY as an isolated structure.

Output
- E_LUMO: -0.253 eV
- HOMO level: -8.5 eV
- Total energy: -135297.336 eV

```
! wB97M-V def2-TZVPD RIJCOSX def2/J DEFGRID3
* xyz 0 1
Y -1.408 -0.982 1.326
O -2.341 2.575 2.992
C -2.513 1.605 2.281
O -2.115 0.415 2.584
C -3.271 1.791 0.962
C -3.816 3.033 0.733
C -4.543 3.300 -0.431
C -4.685 2.331 -1.407
C -4.130 1.076 -1.209
C -3.436 0.738 0.001
O -3.010 -0.450 0.195
N -4.253 0.102 -2.245
O -3.700 -0.977 -2.118
O -4.901 0.405 -3.230
N -5.140 4.589 -0.615
O -5.768 4.775 -1.638
O -4.992 5.416 0.260
H -3.680 3.810 1.473
H -5.220 2.544 -2.323
O -3.614 -7.152 -0.074
C -3.064 -5.956 0.133
C -1.895 -5.520 -0.500
C -1.386 -4.274 -0.193
N -1.961 -3.449 0.681
C -3.086 -3.863 1.248
Br -3.875 -2.617 2.466
C -3.682 -5.088 1.041
H -3.137 -7.666 -0.741
H -1.392 -6.146 -1.220
H -0.476 -3.907 -0.653
H -4.589 -5.373 1.550
C 6.239 2.450 -2.594
C 4.997 2.871 -1.803
C 4.169 3.839 -2.662
C 5.445 3.558 -0.504
C 4.115 1.683 -1.438
C 4.434 0.368 -1.783
C 3.634 -0.716 -1.451
C 2.469 -0.451 -0.764
O 1.491 -1.287 -0.313
B 0.498 -0.492 0.300
O 0.930 0.839 0.224
C 2.126 0.861 -0.424
C 2.935 1.929 -0.736
H 6.843 3.320 -2.839
H 5.957 1.967 -3.527
H 6.856 1.768 -2.014
H 4.764 4.697 -2.966
H 3.303 4.206 -2.120
H 3.815 3.331 -3.557
H 6.092 4.407 -0.715
H 5.993 2.855 0.120
H 4.592 3.919 0.063
H 5.333 0.155 -2.336
H 3.915 -1.722 -1.729
H 2.639 2.922 -0.439
S 1.680 -3.207 4.703
C 0.115 -3.162 5.402
C -0.787 -2.674 4.510
N -0.269 -2.347 3.294
C 1.011 -2.572 3.259
H -0.047 -3.489 6.408
H -1.835 -2.527 4.701
H 1.626 -2.385 2.398
*
```

DFT (the ωB97M-V functional and the def2-TZVPD basis) results for one molecule with the formula C4H8O.

Output
- E_LUMO: 1.035 eV
- HOMO level: -10.1 eV
- SMILES: CC1(C)CO1
- Total energy: -6324.060 eV

```
! wB97M-V def2-TZVPD RIJCOSX def2/J DEFGRID3
* xyz 0 1
C -1.333 -0.705 -0.009
C -0.068 0.131 -0.088
C 1.217 -0.672 -0.182
C -0.024 1.503 0.433
O -0.090 1.257 -0.963
H -2.136 -0.212 0.553
H -1.719 -0.958 -1.008
H -1.087 -1.644 0.502
H 2.084 -0.105 0.165
H 1.392 -0.955 -1.224
H 1.151 -1.587 0.410
H -0.914 1.973 0.851
H 0.925 1.889 0.809
*
```

DFT (the ωB97M-V functional and the def2-TZVPD basis) results for C9H7BrF3IN3OPt as an isolated structure.

Output
- E_LUMO: -4.619 eV
- HOMO level: -12.1 eV
- Total energy: -105499.584 eV

```
! wB97M-V def2-TZVPD RIJCOSX def2/J DEFGRID3
* xyz 1 1
Pt -1.321 1.226 0.093
O 3.470 -1.503 2.608
C 2.473 -0.871 1.993
C 2.653 0.228 1.154
C 1.553 0.802 0.573
N 0.306 0.339 0.773
C 0.141 -0.724 1.603
Br -1.615 -1.283 1.860
C 1.185 -1.360 2.221
H 4.325 -1.094 2.420
H 3.634 0.640 0.964
H 1.644 1.662 -0.074
H 1.027 -2.201 2.878
F -1.855 3.573 1.203
C -1.345 2.400 1.669
F -2.170 1.985 2.648
F -0.165 2.679 2.256
I -2.207 -0.589 -5.845
C -1.763 -0.606 -3.851
C -1.326 -1.670 -3.095
N -1.161 -1.221 -1.839
N -1.474 0.082 -1.733
C -1.840 0.463 -2.954
H -1.129 -2.695 -3.360
H -0.899 -1.745 -1.020
H -2.139 1.482 -3.144
*
```

DFT (the ωB97M-V functional and the def2-TZVPD basis) results for one molecule with the formula C2H3NS.

Output
- E_LUMO (alpha / beta): -0.889 / -0.933 eV
- HOMO level (alpha / beta): -8.3 / -8.3 eV
- SMILES: CC#S#N
- Total energy: -14441.501 eV

```
! wB97M-V def2-TZVPD RIJCOSX def2/J DEFGRID3
* xyz 0 1
C 0.259 0.637 0.603
C -0.249 -0.670 0.420
N 0.020 1.402 -1.509
S 1.232 1.443 -0.576
H -0.754 -0.961 1.367
H 0.470 -1.293 0.057
H -0.977 -0.558 -0.363
*
```

DFT (the ωB97M-V functional and the def2-TZVPD basis) results for a 3-piece molecular cluster, C3H11NO3 overall.

Output
- E_LUMO: 0.599 eV
- HOMO level: -9.8 eV
- SMILES: CN(C)C=O.O.O
- Total energy: -10920.694 eV

```
! wB97M-V def2-TZVPD RIJCOSX def2/J DEFGRID3
* xyz 0 1
C 0.059 -0.940 0.821
N -0.868 -0.126 0.190
C -1.324 -0.245 -1.184
C -2.012 0.179 1.109
O 1.003 -1.485 0.285
H -0.136 -1.223 1.854
H -1.079 -1.239 -1.535
H -0.516 0.202 -1.861
H -2.332 0.066 -1.334
H -2.366 -0.750 1.585
H -2.905 0.443 0.567
H -1.623 0.918 1.811
H 2.468 -0.931 -1.618
H 1.441 -0.021 -0.996
O 1.700 -0.393 -1.843
H 1.839 2.343 0.248
H 0.538 1.835 0.506
O 1.115 2.520 0.892
*
```

DFT (the ωB97M-V functional and the def2-TZVPD basis) results for a 2-piece molecular cluster, C2H3Cl3OP overall.

Output
- E_LUMO: -7.213 eV
- HOMO level: -13.0 eV
- Total energy: -51016.423 eV

```
! wB97M-V def2-TZVPD RIJCOSX def2/J DEFGRID3
* xyz 1 1
C -1.622 -0.141 -0.521
C -1.546 -1.484 -0.116
O -0.692 -0.756 0.474
P 1.861 0.719 0.249
Cl 1.712 1.666 1.980
Cl 3.565 -0.210 0.476
Cl 2.190 2.250 -1.092
H -1.020 -0.095 -1.457
H -2.366 0.482 0.059
H -2.081 -2.430 -0.053
*
```

DFT (the ωB97M-V functional and the def2-TZVPD basis) results for C61H54N7P2PtS as an isolated structure.

Output
- E_LUMO (alpha / beta): -9.240 / -9.254 eV
- HOMO level (alpha / beta): -14.5 / -14.5 eV
- Total energy: -107201.619 eV

```
! wB97M-V def2-TZVPD RIJCOSX def2/J DEFGRID3
* xyz 3 1
Pt -0.770 -0.268 -0.397
C 3.225 -1.441 1.500
C 2.457 -0.306 2.200
P 1.631 0.944 1.136
C 3.024 1.989 0.545
C 2.756 3.101 -0.258
C 3.781 3.885 -0.767
C 5.105 3.567 -0.494
C 5.393 2.468 0.300
C 4.362 1.689 0.815
C 0.809 2.012 2.383
C 0.845 1.771 3.756
C 0.225 2.638 4.648
C -0.429 3.770 4.187
C -0.473 4.022 2.821
C 0.131 3.145 1.933
C 2.747 -1.746 0.079
P 3.585 -0.834 -1.275
C 5.074 -1.683 -1.733
C 5.856 -1.104 -2.742
C 7.068 -1.671 -3.093
C 7.526 -2.794 -2.414
C 6.774 -3.354 -1.388
C 5.556 -2.796 -1.037
C 2.547 -0.647 -2.622
C 1.458 0.438 -2.585
C 1.405 1.237 -3.914
C 1.534 0.358 -5.162
C 2.380 -0.837 -5.051
C 2.903 -1.244 -3.883
H 3.090 -2.348 2.091
H 4.297 -1.249 1.510
H 3.094 0.187 2.935
H 1.623 -0.745 2.750
H 1.732 3.387 -0.479
H 3.546 4.754 -1.367
H 5.904 4.183 -0.885
H 6.419 2.224 0.540
H 4.621 0.869 1.470
H 1.358 0.908 4.159
H 0.273 2.434 5.710
H -0.887 4.457 4.885
H -0.962 4.915 2.451
H 0.077 3.363 0.870
H 1.681 -1.550 -0.027
H 2.917 -2.787 -0.201
H 5.519 -0.205 -3.247
H 7.665 -1.229 -3.878
H 8.485 -3.224 -2.673
H 7.141 -4.224 -0.861
H 4.990 -3.240 -0.228
H 1.683 1.109 -1.759
H 2.036 2.123 -3.881
H 1.805 0.931 -6.049
H 2.580 -1.410 -5.951
H 3.598 -2.074 -3.870
C -4.218 0.188 5.488
C -5.164 0.780 4.475
C -6.336 1.417 4.871
C -7.218 1.961 3.948
C -6.948 1.853 2.595
C -5.791 1.212 2.172
C -4.902 0.702 3.111
N -3.709 0.002 2.708
C -2.878 0.303 1.694
N -2.975 1.590 1.242
C -2.424 2.162 0.100
C -1.421 1.522 -0.623
C -0.869 2.195 -1.835
C -1.470 3.474 -2.255
C -2.391 4.061 -1.485
C -2.867 3.423 -0.281
C -3.875 4.149 0.538
N -2.011 -0.559 1.222
C -2.208 -1.920 1.668
C -3.128 -2.701 0.974
C -3.380 -3.999 1.371
C -2.698 -4.524 2.467
C -1.797 -3.735 3.160
C -1.542 -2.409 2.788
C -0.610 -1.563 3.616
H -4.513 0.464 6.497
H -3.195 0.535 5.330
H -4.215 -0.906 5.448
H -6.558 1.488 5.928
H -8.120 2.451 4.286
H -7.649 2.237 1.865
H -5.618 1.059 1.113
H -3.487 -0.837 3.224
H -3.634 2.146 1.766
H 0.181 2.446 -1.601
H -1.099 3.973 -3.143
H -2.791 5.034 -1.741
H -4.044 5.159 0.176
H -3.556 4.203 1.585
H -4.833 3.617 0.520
H -3.645 -2.269 0.123
H -4.106 -4.600 0.838
H -2.886 -5.539 2.790
H -1.289 -4.140 4.028
H 0.364 -2.046 3.726
H -1.003 -1.438 4.628
H -0.467 -0.571 3.189
S -1.103 -4.047 -6.726
N -0.822 -2.490 -6.453
C -0.689 -2.364 -5.132
C -0.392 -1.139 -4.431
C -0.042 0.142 -5.139
C -0.112 1.393 -4.200
C -0.818 1.095 -2.912
N 0.021 -0.022 -2.337
C -0.293 -1.227 -3.094
C -0.459 -2.440 -2.330
N -0.359 -2.353 -0.970
C -0.378 -3.484 -0.277
C -0.549 -4.738 -0.871
C -0.736 -4.819 -2.227
C -0.677 -3.643 -2.988
C -0.815 -3.588 -4.431
N -1.051 -4.625 -5.230
H -0.518 0.208 -6.113
H -0.423 2.305 -4.702
H -1.822 0.701 -3.063
H -0.261 -3.397 0.795
H -0.561 -5.620 -0.246
H -0.917 -5.765 -2.723
*
```

DFT (the ωB97M-V functional and the def2-TZVPD basis) results for one molecule with the formula C3H8N2O2.

Output
- E_LUMO (alpha / beta): -0.585 / -0.586 eV
- HOMO level (alpha / beta): -8.6 / -8.6 eV
- Total energy: -10311.735 eV

```
! wB97M-V def2-TZVPD RIJCOSX def2/J DEFGRID3
* xyz 0 1
C -0.429 -0.791 -0.217
C -0.860 -1.532 0.987
N 0.828 0.675 0.410
C -0.620 0.665 -0.361
N 2.080 0.961 -0.176
O -0.337 1.121 -1.672
O -1.691 1.058 0.205
H -1.020 1.784 -1.846
H 0.648 1.364 1.136
H -0.309 -1.361 -1.142
H 2.717 0.189 -0.001
H 1.936 1.069 -1.179
H -1.866 -1.931 0.820
H -0.181 -2.372 1.166
H -0.896 -0.898 1.869
*
```